[1]
The following is a DFT calculation (ωB97M-V with the def2-TZVPD basis set) of a structure of composition C32H47Br8F10N3O3P2S2 at a distorted geometry.

Calculated values
E_LUMO ... 0.11 eV
DFT total energy ... -24707.353721 hartree
Charge ... 0

Positions of all 107 atoms, in Å:
1 H -6.1219 -1.6398 3.0955
2 F -5.4985 -1.9338 -5.5608
3 H 4.5516 3.4417 -2.2588
4 H 2.0267 -1.8856 -1.4682
5 H -5.3055 0.9328 4.5577
6 P -0.0257 6.2100 -1.7186
7 H 7.4386 0.1422 -2.0638
8 C -0.5858 -0.8072 -0.9618
9 H -4.4684 5.2098 4.9268
10 C -5.6567 -0.0943 4.5461
11 Br -4.2427 -1.1836 5.3198
12 H 7.0705 -0.2568 1.9391
13 H -3.6062 -1.8569 -0.5390
14 C 0.2720 2.3071 -0.3332
15 Br 1.8867 -3.1009 2.6542
16 H -0.7653 -5.3996 4.2548
17 C 5.7405 -0.2656 0.2517
18 H 3.9039 -2.4575 1.5267
19 C -3.3840 6.3113 3.4070
20 H -0.4551 -1.7590 -1.4776
21 C 6.1047 0.1826 1.6814
22 P 2.5125 -0.9565 0.7497
23 C -1.2010 4.5694 0.2585
24 H -3.9432 -7.9095 2.4679
25 O -1.4262 7.0692 -1.5999
26 H -0.6387 4.7966 -3.4138
27 H -6.5034 -0.1987 5.2206
28 C 6.7018 1.2555 -3.7666
29 C -4.5937 5.5716 3.9118
30 F -6.4621 -3.4312 -4.2483
31 H 6.0341 2.1084 -3.8554
32 O 3.6268 -1.5863 1.8400
33 H -2.2525 0.5818 -1.3296
34 C 5.1576 1.7231 -1.1280
35 F -4.7895 -3.2182 -2.4167
36 C 0.2370 -5.0382 4.0330
37 C 6.6201 2.0615 -1.3468
38 H -2.5095 -2.3412 -1.8190
39 H 0.0343 -4.6118 1.9239
40 C 2.2743 -2.2973 -0.4936
41 H -5.4837 6.1943 3.8560
42 H -0.8196 1.3985 1.2606
43 H -0.3110 0.8866 -2.2195
44 H 5.4116 -1.3027 0.2427
45 H -2.9779 -6.8681 3.5314
46 Br 1.2813 -6.6331 3.6389
47 H -3.2972 7.2851 3.8836
48 C -4.5984 -2.1564 -3.2166
49 H 0.6655 -4.5938 4.9255
50 H -2.1086 3.3986 1.8146
51 F -3.4458 -0.1058 -3.2355
52 H 3.1602 -2.9298 -0.6111
53 C 3.3215 0.4085 -0.2044
54 H -0.5483 -3.3305 3.0075
55 C -6.0268 -0.5612 3.1640
56 H -2.4680 -9.1334 4.2188
57 C 4.2218 2.5815 -1.6885
58 C -0.6698 2.3014 0.6831
59 H -6.9542 -0.0933 2.8416
60 Br -2.3447 -10.3547 2.0782
61 H -1.0617 -8.5934 3.2776
62 C -0.2746 4.6466 -0.7738
63 Br -1.7637 5.3451 3.8630
64 C -2.0697 -0.3857 -0.8675
65 H 8.2760 0.4748 -4.8336
66 H -2.1827 6.5601 -1.9254
67 H 7.2929 1.4648 -5.7173
68 C 0.3360 0.2605 -1.5985
69 F -1.9303 5.6509 0.5960
70 H -3.3855 6.4346 2.3293
71 Br -4.6965 -0.0275 1.8517
72 N 7.7236 1.3196 -4.8158
73 C 0.2141 -4.0940 2.8610
74 H -0.5498 6.3368 -3.8883
75 C 2.3988 1.3014 -0.7785
76 N -0.0512 5.6296 -3.3523
77 H 7.1308 2.0131 -0.3788
78 C -4.0594 -0.9576 -2.3753
79 F -3.6428 -2.4882 -4.0943
80 F -5.9913 -0.2958 -4.1537
81 C -1.4002 3.4257 1.0020
82 H 1.0844 -0.2050 -2.2349
83 C 0.4696 3.4873 -1.0361
84 C 2.8720 2.3699 -1.5226
85 H 6.6642 -0.2435 -0.3178
86 C 7.3492 1.1887 -2.3616
87 S 1.7221 3.4789 -2.2926
88 H 6.6747 3.1016 -1.6669
89 H 5.3834 -0.1647 2.4131
90 C -2.9353 -7.6357 2.7613
91 H 9.0021 1.8216 -1.5664
92 F -7.5957 -1.6326 -4.8957
93 C 4.6998 0.6317 -0.3774
94 O 8.6940 1.6828 -2.4677
95 S -6.2282 -1.8620 -4.1469
96 C -3.0191 -1.4870 -1.3798
97 H -2.2915 -0.2674 0.1930
98 Br -4.9618 4.0180 2.7966
99 H -0.1997 -0.9579 0.0485
100 H 6.1980 1.2676 1.7122
101 H 1.4529 -2.9282 -0.1658
102 C -2.1244 -8.8108 3.2385
103 H 6.1710 0.3041 -3.8853
104 F -5.0420 -0.3420 -1.6852
105 Br -2.1147 -6.7776 1.2199
106 F -7.0018 -1.8014 -2.7727
107 N 0.9981 1.1052 -0.5720

Forces on atoms 1 to 3 (eV/Å):
0.01 -0.01 0.05
-0.04 0.10 0.05
0.01 0.04 0.00


[2]
The following is a DFT calculation (ωB97M-V with the def2-TZVPD basis set) of a structure of composition C32H47GeKN3O2Sb at a distorted geometry.

Calculated values
E_LUMO ... 4.01 eV
DFT total energy ... -4479.343115 hartree
Charge ... -2

Positions of all 87 atoms, in Å:
1 C -2.1233 7.1479 1.1174
2 C -1.6378 5.4399 -0.5849
3 N -2.0971 3.5794 1.9162
4 C -0.6970 -0.1751 -6.1586
5 H -0.0332 -1.1438 4.3807
6 Ge -1.0555 0.4415 -4.3259
7 C -1.7794 -2.4438 4.3220
8 H -1.2841 1.4296 4.3768
9 H -3.4351 -0.6199 -4.0371
10 C -0.4712 0.4090 2.1807
11 H -3.0742 2.2069 3.1600
12 C -2.2276 2.9297 3.2621
13 C -2.0198 5.7756 0.7905
14 H 3.2680 -3.2768 4.5474
15 C 2.9913 -1.2315 -1.8103
16 H 2.7169 -4.4466 -4.3385
17 C 1.4295 -4.0408 0.4005
18 H -2.2237 -1.7588 -3.5465
19 H 4.1361 -2.4698 -3.0722
20 H -1.3702 -3.0665 5.0748
21 H 1.6053 -2.7996 4.8472
22 H -2.0200 9.2500 0.6082
23 H -0.2320 2.8689 4.1583
24 C -2.2673 4.8360 1.8600
25 H 0.0573 -3.1297 1.9192
26 H -1.3448 2.9375 -5.1658
27 H 6.0086 -1.0355 1.0011
28 H -3.6182 -3.4750 3.9970
29 C -0.9814 -1.3618 3.8688
30 H 0.7018 -4.8385 0.2190
31 H 1.4763 0.4091 -3.7772
32 H 3.8849 -2.3569 0.3506
33 H 0.9878 -4.5054 -4.0341
34 C -1.2922 -0.6010 2.8056
35 N 1.9082 -0.6832 -1.3449
36 H -2.6076 5.3097 2.7843
37 C -3.3291 -1.8806 2.6170
38 C 0.8768 -2.8926 1.2465
39 H 0.7835 -4.6132 3.4876
40 O -1.6474 4.2776 -1.1229
41 C 0.7152 -0.8386 -2.1992
42 K -2.0940 1.8772 -0.2989
43 C -1.4531 7.8907 -1.0277
44 C -3.0078 -2.6459 3.7056
45 H 3.8604 -0.9227 -1.1865
46 C -2.5504 -0.8262 2.1216
47 H -0.0337 0.0469 1.2348
48 C -0.9310 2.1878 3.6810
49 C -1.3475 6.5998 -1.4319
50 H -4.2628 -2.0084 2.0901
51 H -0.1327 -0.7968 -1.5226
52 H 0.0098 -1.0241 -6.1579
53 C 1.7938 -3.8792 -4.3242
54 H 2.3985 -5.0180 2.8754
55 H 1.9806 -5.2605 4.6275
56 H 0.4797 -2.1283 0.5804
57 H 4.6558 -2.9898 1.7759
58 H -1.6253 -0.4274 -6.6174
59 Sb 2.2477 -1.7164 2.4739
60 H 0.6674 1.3001 -2.5714
61 C 4.1253 -2.1027 1.3908
62 C 2.2805 -3.1947 4.0768
63 C 0.6944 -2.1580 -2.9553
64 O -2.8731 -0.1512 1.0897
65 C 3.1152 -2.1203 -2.8806
66 C -2.4712 -0.6894 -3.5353
67 H -1.7847 2.8919 -3.5298
68 H -2.4931 7.3607 2.1111
69 H 2.3216 -4.5397 0.8123
70 H -0.2498 -2.6187 -3.1137
71 H -2.5097 3.6540 4.0261
72 C -1.8665 2.2757 -4.4463
73 H 5.2680 -0.6610 2.5634
74 C 1.8215 -4.6043 3.7355
75 H -0.2100 0.6338 -6.7062
76 C -1.8788 8.2202 0.2690
77 H 1.5998 -3.5215 -5.3391
78 H -1.1011 8.6532 -1.7391
79 H 1.7478 -3.6789 -0.5817
80 C 0.5692 0.3840 -3.1999
81 C 5.0529 -0.9094 1.5046
82 H -2.9475 2.1994 -4.5744
83 H 4.5300 -0.0189 1.0938
84 H -0.9631 6.3482 -2.4293
85 N -0.2930 1.6449 2.4436
86 C 1.8722 -2.6674 -3.3968
87 H -2.6908 -0.4516 -2.4986

Forces on atoms 1 to 3 (eV/Å):
-0.38 -0.02 -0.06
-0.70 -0.12 -0.65
0.18 -0.59 0.61


[3]
The following is a DFT calculation (ωB97M-V with the def2-TZVPD basis set) of a structure of composition C32H47N5PtSi2.

Calculated values
Spin multiplicity ... 3
E_LUMO (spin up / spin down) ... 4.62 / 4.61 eV
DFT total energy ... -2219.564842 hartree
Charge ... -2

Positions of all 87 atoms, in Å:
1 C -1.1087 -2.9205 2.1725
2 C -3.7128 -2.0861 0.9674
3 C -3.7003 1.8389 -3.2856
4 H -2.7791 3.8439 0.8274
5 H -4.5904 -1.4351 0.9790
6 H 0.0857 5.4333 -1.1850
7 H 3.9915 3.3700 -2.4226
8 C 2.9658 1.8736 -1.3439
9 H -3.4836 -2.2646 4.0839
10 H 0.9103 -4.9753 -3.1793
11 C 5.3539 1.8032 -1.8596
12 H -4.4269 -0.9075 -1.3366
13 H -3.5899 2.5727 -2.4838
14 C 2.7652 -4.0393 3.7744
15 C -1.3817 0.0488 1.4898
16 C -3.7051 -0.5737 -3.8961
17 H 6.5204 2.3473 -3.6123
18 H -0.8387 -3.2941 1.1804
19 H 2.6472 0.3741 2.2427
20 N 1.8768 0.0441 -0.1629
21 C 6.5657 2.4040 -2.5181
22 H -5.4926 0.3610 -1.9697
23 C 4.2719 0.0085 -0.6334
24 Pt -0.9688 0.0696 -0.6148
25 H 3.0842 -1.3237 3.9878
26 H -2.3333 -0.9886 4.5249
27 H 0.5762 2.3667 1.0797
28 C 1.9301 -2.3647 0.4540
29 H 6.3380 0.0442 -1.1137
30 H -0.1527 3.8201 1.7988
31 H 1.8303 -4.2021 4.3197
32 C 4.1068 2.4157 -1.9147
33 H -4.0129 -3.0755 1.3328
34 H -4.7290 -0.4911 -4.2891
35 H -1.8080 1.7234 4.3693
36 H 1.9653 -4.3654 1.2235
37 H -1.3484 0.4687 -3.1209
38 H 2.2675 -4.8342 -0.8209
39 N 1.5118 -2.8368 -0.8168
40 C 2.1713 -3.3232 1.4399
41 C -0.1455 3.3348 -1.9386
42 C -4.4695 0.1381 -1.6368
43 H -3.3695 -2.1759 -0.0651
44 C 0.4325 -2.8462 -2.6428
45 H -3.0054 -0.3867 -4.7159
46 H -0.2018 -2.4310 -3.4105
47 H -3.8816 -0.5631 3.7946
48 H -1.5829 -3.7368 2.7307
49 C 0.4918 4.4527 -1.3713
50 N 0.7632 -2.0766 -1.6254
51 H -2.9707 2.0779 -4.0648
52 H -0.3759 -0.0830 1.9396
53 H 0.4261 2.5076 2.8392
54 C 2.5988 -2.9873 2.7112
55 C 0.9871 -4.1350 -2.5094
56 N 0.6534 2.2798 -1.9593
57 H -4.2433 0.7395 -0.7551
58 H 3.0633 -4.9978 3.3438
59 H -1.1576 3.2160 -2.2925
60 H -0.1841 -2.6414 2.6849
61 H -3.5480 -1.5973 -3.5476
62 Si -1.7264 1.8255 1.8335
63 C -2.4459 2.1533 3.5909
64 C 2.1027 -0.9942 0.7199
65 H -3.4532 1.7476 3.7227
66 C 2.7711 -1.6334 2.9949
67 C 1.7426 3.9933 -1.0334
68 H 7.4731 1.8792 -2.2078
69 C 5.3934 0.5790 -1.1931
70 C -0.0643 2.7333 1.8850
71 H 3.5247 -3.7490 4.5038
72 H -3.9854 2.5609 1.0162
73 H -4.7086 1.9429 -3.7117
74 H 6.6971 3.4601 -2.2600
75 H -2.4985 3.2374 3.7582
76 C 2.9638 0.6060 -0.6755
77 C -3.0698 -1.2960 3.7767
78 C -3.4555 0.4158 -2.7445
79 C -2.9484 2.7655 0.7320
80 C 1.6729 -4.0887 -1.3203
81 N 1.8011 2.6898 -1.3965
82 Si -2.2884 -1.4435 2.0316
83 C 2.5237 -0.6817 2.0289
84 H -2.7964 2.4686 -0.3068
85 C -2.0292 0.3015 -2.2612
86 H 2.5740 4.4557 -0.5273
87 H 4.3763 -0.9479 -0.1335

Forces on atoms 1 to 3 (eV/Å):
-0.08 0.04 0.02
0.06 0.02 0.03
0.01 0.00 -0.02


[4]
The following is a DFT calculation (ωB97M-V with the def2-TZVPD basis set) of a cluster of 8 separate species, C32H48O16 in total at a distorted geometry.

Calculated values
E_LUMO ... 0.64 eV
SMILES ... O=C1CCCO1.O=C1CCCO1.O=C1CCCO1.O=C1CCCO1.O=C1CCCO1.O=C1CCCO1.O=C1CCCO1.O=C1CCCO1
DFT total energy ... -2452.044034 hartree
Charge ... 0

Positions of all 96 atoms, in Å:
1 C -4.0005 -3.4866 -1.5116
2 H 0.9457 -4.0835 1.4547
3 H 1.1675 1.2320 2.8040
4 C 0.9697 -2.3996 4.3549
5 H 1.3163 4.3727 5.1288
6 C 0.9690 4.3141 4.1318
7 H -0.5125 3.0637 3.1498
8 H 5.3373 3.6224 0.9418
9 C 1.3614 2.0350 3.4929
10 H 1.0927 -1.3195 -2.0411
11 O 4.0025 -0.2044 0.7196
12 C 1.0347 2.4873 -2.0227
13 O -3.4742 -4.6697 1.6461
14 H -0.2540 4.5458 -0.5769
15 C 2.1835 4.2442 3.2200
16 H -0.2986 2.6431 4.8239
17 H -1.6111 -1.8933 -4.8789
18 H 1.8904 -1.9113 1.7343
19 H 0.7365 5.5629 -1.5249
20 C -3.0935 0.3734 -3.8925
21 H 6.4722 2.2930 3.1892
22 H 6.8507 2.7003 1.0323
23 H -0.4216 -0.6073 -2.6077
24 H -2.2303 -0.2215 3.0586
25 C -4.0641 -4.9784 -1.7797
26 C -3.6396 2.5405 -4.3481
27 O -1.0600 -3.3136 -3.5450
28 H 2.7904 4.4098 -0.9504
29 C -1.3781 -0.2778 2.3509
30 H -4.5848 2.7071 -3.8011
31 H 4.7343 0.1042 3.1617
32 H 6.2373 0.0925 2.3131
33 O -2.8310 -0.6655 -3.3302
34 C -0.6879 -2.7755 -2.3796
35 C 0.5251 -1.6450 -4.1298
36 H 1.9925 4.3308 0.5976
37 C 0.1677 -1.5319 -2.6345
38 H -3.5122 -0.2477 0.7287
39 C -0.6910 -2.4513 -4.6604
40 C -2.5232 -0.2473 0.3579
41 H -1.6647 1.9840 -3.8995
42 H 1.8494 -4.8105 2.8175
43 H 3.2218 -2.9407 2.1080
44 O 0.4627 3.6824 -2.3264
45 C 0.6582 4.5689 -1.1894
46 H 0.3773 5.2000 3.9889
47 O 0.5948 -1.8783 5.3586
48 H 1.7823 1.4741 4.3590
49 H -0.2248 -4.1282 4.1263
50 C -3.2792 -5.5379 -0.5903
51 C 5.3265 0.7076 2.5149
52 H -3.2781 1.6912 -6.4332
53 H 0.6010 -0.6861 -4.6098
54 O 2.1897 -2.0256 3.7456
55 H -0.7249 -1.3802 0.6061
56 H -4.9538 -3.0148 -1.6219
57 O -3.8601 0.2838 -4.9630
58 C -3.4644 -4.4774 0.4642
59 O 1.0492 1.5216 -2.7433
60 C 2.2571 -2.6427 2.4572
61 C 1.7579 2.5357 -0.6976
62 H -3.6108 -5.2445 -2.7098
63 C 0.3010 -3.4197 3.5150
64 O -0.9343 -3.3813 -1.3951
65 C -3.9281 1.6194 -5.5356
66 H 1.4784 -2.1876 -4.2748
67 C -2.6660 1.7484 -3.5322
68 O 2.4186 2.8655 2.9693
69 H -4.9402 1.6638 -5.8781
70 O -3.8003 -3.2902 -0.0860
71 H -0.5111 -0.6170 2.8627
72 H -5.0987 -5.3278 -1.7073
73 H -2.1973 -5.7086 -0.8514
74 O -1.1597 1.0143 1.7904
75 H -2.0952 -2.0895 1.4057
76 C 5.7241 2.6345 1.2010
77 C 1.8815 4.0293 -0.4349
78 H -2.7577 1.8143 -2.4312
79 O -1.9317 2.1512 0.0531
80 H 1.0197 2.1500 -0.0117
81 H -3.6734 -6.4462 -0.0999
82 H -3.2066 3.5490 -4.6247
83 C -1.6442 -1.1684 1.1717
84 H -3.1732 -3.0373 -1.9629
85 C -1.8486 1.0857 0.6224
86 H -2.5449 -0.4110 -0.6853
87 H -0.4664 -3.0416 -5.5651
88 C 5.5725 2.1766 2.6732
89 C 0.2297 2.9941 3.8914
90 C 1.3064 -3.8734 2.4713
91 H 4.7450 2.6373 3.2365
92 H 2.6278 1.9544 -0.7411
93 O 5.1226 1.6502 0.3920
94 H -0.5397 -2.9873 2.9976
95 O 2.9512 5.0448 2.8478
96 C 4.7623 0.5780 1.1767

Forces on atoms 1 to 3 (eV/Å):
-0.88 -0.21 1.20
-0.26 0.17 0.48
-0.51 0.19 -0.75


[5]
The following is a DFT calculation (ωB97M-V with the def2-TZVPD basis set) of a cluster of 8 separate species, C32H48O24 in total at a distorted geometry.

Calculated values
E_LUMO ... 0.15 eV
SMILES ... C[C@H]1COC(=O)O1.C[C@H]1COC(=O)O1.C[C@H]1COC(=O)O1.C[C@H]1COC(=O)O1.C[C@H]1COC(=O)O1.C[C@H]1COC(=O)O1.C[C@H]1COC(=O)O1.C[C@H]1COC(=O)O1
DFT total energy ... -3053.545057 hartree
Charge ... 0

Positions of all 104 atoms, in Å:
1 O -3.3335 -0.0713 5.3326
2 C -1.5985 1.9577 -1.0887
3 H 2.4415 -1.5568 -1.9702
4 H -1.4785 3.4206 -6.8931
5 H -6.3843 3.8171 3.3319
6 C -3.7157 3.7760 2.7406
7 H 4.6417 0.5434 0.8133
8 H -1.8744 -3.3744 -5.5869
9 C -2.3744 -1.2480 7.0363
10 H -1.1014 -4.9206 -5.8546
11 C 1.3654 1.2210 -5.7320
12 H 5.3023 -1.0401 -4.7887
13 C 3.3010 -4.0300 -2.8512
14 C 2.9195 2.0405 -1.0148
15 H -1.9913 0.9875 6.6350
16 C -2.9102 0.1960 6.6556
17 C 4.6741 -0.9038 -3.7941
18 O -3.5453 -1.5652 3.7909
19 O -0.6477 -3.2106 -1.6264
20 H 1.8782 -1.9831 -4.9107
21 H -4.5113 1.4197 7.5648
22 C -0.5723 4.2025 -6.5530
23 H -0.0928 4.6793 -7.5455
24 H -2.6511 3.6335 2.3204
25 H 5.4520 3.0201 0.0487
26 O 2.9363 -5.0323 -3.3187
27 H -0.7085 -2.3635 3.9163
28 H 3.8706 -1.7074 -0.8175
29 C 4.5093 2.5408 0.3450
30 O -2.4476 -1.9348 5.7782
31 C 0.6242 -3.3083 1.4954
32 O 2.5489 -0.5275 1.6447
33 H 3.7539 -0.9701 -4.4408
34 H -0.7377 -4.2088 3.8244
35 O -2.1103 2.8117 -1.8518
36 H 0.7905 0.6263 0.0149
37 O -3.6456 5.1726 5.8415
38 C 3.4172 -2.0747 -1.8189
39 C -0.1012 2.5238 -4.5493
40 C -0.1674 -3.2639 3.9388
41 C 1.0095 -3.4482 2.9286
42 C -0.2707 -3.0279 -2.7826
43 H 5.4978 -2.4771 -2.3788
44 C 1.9175 -1.5172 1.7615
45 H -0.5982 -3.2570 1.4472
46 H 0.1982 -3.5268 4.9770
47 H 4.2136 3.5890 2.2159
48 H 0.9423 -4.1024 0.9500
49 O 2.0048 2.3552 -1.8461
50 C 0.3350 -3.6741 -4.8706
51 O 4.0369 -3.2330 -3.5869
52 O 1.2488 -2.2081 0.8900
53 H -5.9567 2.2656 2.4561
54 H -2.5750 -1.9490 7.8501
55 O -4.0484 3.1203 4.8508
56 C 4.3000 2.5557 1.9256
57 C -3.0727 -1.2385 4.8679
58 H -0.0489 -0.6912 -0.6817
59 H -4.7256 -0.1470 7.7285
60 H -0.8099 0.4064 1.6981
61 C -0.2344 0.3578 -0.3751
62 C -0.8426 -3.7852 -5.7790
63 O -0.2827 -4.0550 -3.6753
64 O -3.4132 4.8328 3.5853
65 C 0.7603 -2.2393 -4.6131
66 H 0.1106 -1.5536 -5.0802
67 C -1.3121 0.5648 0.7258
68 H -4.4030 4.0802 1.8440
69 O 3.3680 2.8907 -0.2553
70 O 2.1298 0.3709 -6.0770
71 H 1.2273 3.9506 -5.2929
72 H -1.1381 4.8075 -5.9947
73 O 1.8593 -2.2322 2.9827
74 H -0.7299 -3.5073 -6.9843
75 H -3.2369 -0.5045 1.2328
76 H -3.7889 1.7881 3.3973
77 H 1.2359 -4.3690 -5.0881
78 H 4.7915 -0.0973 -3.0733
79 O 0.8244 1.3079 -4.6412
80 O 3.6051 0.8947 -1.0582
81 O 0.4557 -2.0499 -3.2455
82 C -2.4219 -0.6370 0.4633
83 C 4.7022 1.0606 -0.1968
84 H -1.2941 -1.0383 7.3182
85 C -5.7547 2.7253 3.4526
86 H -3.0005 -0.6650 -0.3954
87 H 5.1421 2.3990 2.5588
88 O 2.8983 -3.3872 -1.7841
89 H -3.7444 0.5298 8.7301
90 C -3.6337 4.3478 4.8789
91 O -0.7277 1.0505 -1.4661
92 H 1.7232 -4.1091 3.0056
93 H 3.3663 1.9907 2.2976
94 H -1.9039 -1.5889 0.5493
95 H 0.0969 2.9827 -3.7466
96 C 4.3685 -2.1095 -2.8639
97 H 5.6299 0.9741 -0.6239
98 H -0.9777 2.0778 -4.9033
99 O -1.8976 1.7809 0.2909
100 C -4.0628 0.4627 7.7462
101 H -6.2351 2.2600 4.2984
102 C -4.2703 2.6933 3.6393
103 C 0.4929 3.3785 -5.7596
104 O 1.1940 2.2788 -6.4871

Forces on atoms 1 to 3 (eV/Å):
-1.32 4.60 0.98
-2.15 2.64 -1.00
1.14 0.83 -0.23